DFT (ωB97M-V with the def2-TZVPD basis set) results for a molecular structure, C37H67NO2P2RhSi5Te.

Computed properties:
- Energy above the lowest of the compared OMol25 structures with the same formula, charge and spin: 135.1 kJ/mol
- Total charge: -1
- E: -4164.3005 hartree
- E_LUMO: 2.383 eV
- HOMO level: -3.646 eV
- Orbital gap: 6.03 eV

Atoms and positions in Å:
Rh (0.0426, 0.7833, 1.3823)
C (-3.1271, -1.0308, 0.6247)
P (-1.4566, -1.1235, 1.3291)
C (-0.8716, -2.7076, 0.6427)
C (-1.8139, -1.6666, 3.0419)
C (-0.5004, -1.5661, 3.7993)
P (0.0849, 0.1795, 3.7089)
C (1.5020, 0.0316, 4.8545)
C (-1.1397, 0.8846, 4.8738)
H (-3.5806, -2.0224, 0.7042)
H (-3.0844, -0.7195, -0.4165)
H (-3.7253, -0.3112, 1.1819)
H (-1.6088, -3.4868, 0.8515)
H (0.0793, -2.9821, 1.0896)
H (-0.7427, -2.6087, -0.4342)
H (-2.2425, -2.6716, 3.0580)
H (-2.5543, -0.9814, 3.4636)
H (0.2699, -2.2106, 3.3621)
H (-0.6049, -1.8422, 4.8517)
H (1.1763, -0.5360, 5.7286)
H (1.8306, 1.0171, 5.1841)
H (2.3305, -0.4877, 4.3815)
H (-1.2127, 0.2098, 5.7306)
H (-2.1083, 0.9722, 4.3853)
H (-0.8503, 1.8751, 5.2109)
C (1.3361, -4.2802, -2.0980)
Si (2.0158, -2.7887, -3.0344)
C (2.3774, -3.4299, -4.7741)
C (3.6670, -2.2403, -2.3187)
Si (0.4329, -1.0543, -3.1559)
Te (-0.3153, 0.5346, -1.3321)
Si (1.1566, 0.5668, -4.7147)
C (2.7410, 1.3816, -4.1160)
C (-0.1575, 1.8973, -4.9193)
C (1.4807, -0.1690, -6.4278)
Si (-1.6211, -1.9495, -3.8858)
C (-1.4482, -2.9188, -5.5021)
C (-2.8703, -0.5713, -4.1738)
C (-2.3687, -3.1178, -2.6053)
H (2.1350, -5.0101, -1.9357)
H (0.5554, -4.7679, -2.6863)
H (0.9091, -4.0163, -1.1298)
H (3.0851, -4.2620, -4.7049)
H (2.8258, -2.6657, -5.4095)
H (1.4776, -3.7937, -5.2724)
H (4.4005, -3.0418, -2.4541)
H (3.6078, -2.0172, -1.2546)
H (4.0445, -1.3483, -2.8232)
H (2.6104, 1.7809, -3.1083)
H (3.0035, 2.2094, -4.7819)
H (3.5816, 0.6843, -4.0984)
H (-0.4802, 2.2700, -3.9456)
H (-1.0346, 1.5183, -5.4475)
H (0.2489, 2.7344, -5.4950)
H (2.2804, -0.9102, -6.4128)
H (1.7805, 0.6269, -7.1170)
H (0.5881, -0.6441, -6.8395)
H (-1.0240, -2.3024, -6.2970)
H (-2.4336, -3.2610, -5.8339)
H (-0.8147, -3.8003, -5.3862)
H (-2.6642, -0.0302, -5.0995)
H (-2.8466, 0.1441, -3.3489)
H (-3.8800, -0.9871, -4.2438)
H (-1.6676, -3.8731, -2.2484)
H (-3.2270, -3.6330, -3.0481)
H (-2.7275, -2.5533, -1.7423)
C (3.5005, 1.3930, 2.5022)
Si (2.3695, 0.4506, 1.3005)
C (3.1835, 0.8046, -0.3674)
C (2.8853, -1.3646, 1.6795)
C (3.8277, -1.6703, 2.6694)
C (4.2177, -2.9752, 2.9415)
C (3.6786, -4.0248, 2.2129)
C (2.7645, -3.7510, 1.2057)
C (2.3831, -2.4404, 0.9468)
H (4.5304, 1.1172, 2.2514)
H (3.3562, 1.1881, 3.5594)
H (3.3866, 2.4602, 2.3435)
H (4.2673, 0.6891, -0.2590)
H (2.9736, 1.8288, -0.6819)
H (2.8352, 0.1301, -1.1504)
H (4.2731, -0.8700, 3.2470)
H (4.9443, -3.1706, 3.7217)
H (3.9746, -5.0464, 2.4189)
H (2.3552, -4.5646, 0.6207)
H (1.6815, -2.2311, 0.1441)
C (-1.2982, 5.6236, 5.0229)
C (-2.5179, 5.4155, 4.3911)
C (-2.6986, 4.3942, 3.4737)
C (-1.6541, 3.4917, 3.1350)
C (-0.4105, 3.7532, 3.7684)
C (-0.2467, 4.7773, 4.6794)
N (-1.7681, 2.4965, 2.2157)
C (-3.0192, 2.2306, 1.6870)
C (-3.2005, 2.2623, 0.2883)
C (-4.4234, 1.9883, -0.2955)
C (-5.5296, 1.6589, 0.4839)
C (-5.3733, 1.6129, 1.8636)
C (-4.1503, 1.8956, 2.4568)
H (-1.1649, 6.4257, 5.7374)
H (-3.3551, 6.0728, 4.6039)
H (-3.6622, 4.2949, 2.9920)
H (0.4431, 3.1431, 3.5059)
H (0.7329, 4.9229, 5.1235)
H (-2.3440, 2.5191, -0.3205)
H (-4.5141, 2.0324, -1.3757)
H (-6.4880, 1.4445, 0.0283)
H (-6.2174, 1.3552, 2.4947)
H (-4.0681, 1.8823, 3.5386)
C (0.0428, 4.5504, -0.1634)
O (0.0372, 3.1477, 0.0733)
C (0.8466, 2.6552, 1.0628)
O (1.6649, 3.3943, 1.5533)
H (-0.9970, 4.8565, -0.2796)
H (0.5918, 4.7567, -1.0851)
H (0.5008, 5.0833, 0.6667)

Mulliken population analysis, charges in e, atoms 1 to 5:
1 Rh 0.08
2 C -0.52
3 P 0.27
4 C -0.25
5 C -1.07